Density functional theory data (ωB97M-V with the def2-TZVPD basis set) for C39H29BrGeN4OV as an isolated structure.

Element x y z (Å)
V -0.014 -0.655 1.663
Br -1.960 9.341 1.631
C -2.280 7.893 0.439
C -2.595 6.641 0.944
C -2.820 5.581 0.077
C -2.756 5.752 -1.325
C -2.447 7.037 -1.794
C -2.202 8.097 -0.929
N -3.133 4.796 -2.280
N -3.050 3.488 -2.008
C -2.051 2.949 -1.230
C -0.812 3.507 -0.883
C 0.178 2.770 -0.201
C -0.012 1.481 0.215
O 0.965 0.691 0.827
C -1.275 0.893 -0.072
N -1.476 -0.408 0.366
C -2.559 -1.058 -0.009
C -3.537 -0.469 -0.812
C -3.388 0.838 -1.202
C -2.254 1.571 -0.838
H -2.662 6.492 2.014
H -3.071 4.610 0.477
H -2.402 7.185 -2.867
H -1.949 9.074 -1.318
H -0.585 4.510 -1.199
H 1.149 3.215 -0.016
H -2.629 -2.081 0.335
H -4.398 -1.051 -1.116
H -4.126 1.330 -1.826
C 0.516 -2.233 1.216
Ge 1.536 -2.558 -0.364
C 3.099 -1.379 -0.410
C 4.011 -1.535 0.642
C 5.096 -0.678 0.795
C 5.291 0.365 -0.106
C 4.406 0.531 -1.165
C 3.324 -0.337 -1.314
C 2.283 -4.350 -0.522
C 3.027 -4.711 -1.652
C 3.585 -5.981 -1.764
C 3.410 -6.913 -0.742
C 2.675 -6.570 0.386
C 2.114 -5.296 0.493
C 0.326 -2.369 -1.892
C -0.446 -3.483 -2.239
C -1.458 -3.395 -3.194
C -1.723 -2.181 -3.819
C -0.975 -1.058 -3.484
C 0.036 -1.153 -2.527
H 3.867 -2.336 1.361
H 5.787 -0.820 1.619
H 6.124 1.047 0.020
H 4.549 1.341 -1.872
H 2.658 -0.188 -2.153
H 3.172 -3.992 -2.455
H 4.157 -6.246 -2.646
H 3.848 -7.901 -0.827
H 2.536 -7.293 1.182
H 1.536 -5.028 1.373
H -0.255 -4.438 -1.758
H -2.046 -4.273 -3.441
H -2.522 -2.104 -4.548
H -1.189 -0.101 -3.947
H 0.564 -0.249 -2.247
C -1.490 -0.385 6.117
C -2.093 -1.358 5.347
C -1.693 -1.533 4.035
N -0.736 -0.789 3.481
C -0.140 0.152 4.237
C -0.492 0.383 5.555
H -1.787 -0.235 7.148
H -2.881 -1.982 5.745
H -2.121 -2.285 3.392
H 0.651 0.723 3.764
H 0.014 1.155 6.115

Charge: -1
Multiplicity: 3
Calculated total energy: -201165.5228 eV
E_HOMO (alpha / beta): -2.77 / -3.87 eV
Energy above the lowest of the compared OMol25 structures with the same formula, charge and spin: 6.5 kcal/mol
LUMO (alpha / beta): 1.73 / 1.62 eV
Frontier orbital gap (alpha / beta): 4.508 / 5.490 eV

Density functional theory data (ωB97M-V with the def2-TZVPD basis set) for C39H29F12N3O6S3W as an isolated structure.

Element x y z (Å)
W -0.208 0.539 -0.161
C -6.203 -2.206 -0.979
C -4.810 -1.996 -0.445
C -4.593 -1.661 0.886
C -3.317 -1.417 1.360
C -2.211 -1.518 0.525
N -0.890 -1.171 0.900
C -0.322 -1.727 2.047
C -1.011 -2.738 2.740
C -0.533 -3.299 3.909
C 0.673 -2.901 4.464
C 1.202 -3.484 5.750
C 1.400 -1.967 3.744
C 0.955 -1.400 2.552
C 1.925 -0.492 1.824
O 1.416 -0.020 0.623
C 3.168 -1.300 1.312
F 3.840 -1.925 2.282
F 2.772 -2.231 0.452
F 4.011 -0.477 0.680
C 2.468 0.707 2.739
F 3.684 0.410 3.234
F 2.579 1.829 2.055
F 1.693 0.925 3.815
C -2.417 -1.868 -0.805
C -3.704 -2.095 -1.279
C -1.155 -1.950 -1.648
O -0.386 -0.778 -1.546
C -0.293 -3.212 -1.210
F 0.815 -2.848 -0.589
F -1.010 -3.997 -0.397
F 0.074 -3.969 -2.263
C -1.458 -2.047 -3.170
F -2.266 -1.064 -3.563
F -2.062 -3.210 -3.464
F -0.348 -1.950 -3.899
H -6.797 -2.824 -0.304
H -6.180 -2.691 -1.955
H -6.722 -1.251 -1.099
H -5.438 -1.568 1.561
H -3.171 -1.136 2.396
H -1.938 -3.112 2.337
H -1.118 -4.076 4.392
H 0.496 -4.197 6.177
H 1.387 -2.708 6.495
H 2.146 -4.008 5.587
H 2.368 -1.670 4.130
H -3.873 -2.354 -2.312
S 0.534 3.045 -0.026
C 1.526 2.478 -1.276
N 1.425 1.206 -1.526
C 2.198 0.780 -2.601
C 2.333 -0.519 -3.076
C 3.186 -0.738 -4.140
C 3.906 0.312 -4.718
C 3.787 1.602 -4.235
C 2.923 1.828 -3.170
S 2.575 3.333 -2.347
H 1.783 -1.324 -2.612
H 3.302 -1.742 -4.529
H 4.568 0.114 -5.551
H 4.351 2.415 -4.674
O -3.915 1.736 0.993
C -3.258 1.492 0.007
O -1.978 1.148 0.130
C -3.726 1.551 -1.384
C -5.109 1.528 -1.595
C -5.631 1.620 -2.864
C -4.749 1.750 -3.941
C -3.386 1.777 -3.744
C -2.828 1.674 -2.455
S -1.084 1.762 -2.392
H -5.751 1.440 -0.727
H -6.702 1.595 -3.026
H -5.139 1.820 -4.950
H -2.713 1.861 -4.590
O -0.903 3.231 2.617
C -1.006 2.000 2.610
O -0.366 1.131 1.970
C -2.147 1.388 3.420
N -2.841 2.573 4.056
C -2.684 2.468 5.546
C -1.472 1.558 5.710
C -1.663 0.531 4.589
H -2.810 0.894 2.717
H -3.801 2.679 3.741
H -2.250 3.339 3.655
H -3.582 2.005 5.949
H -2.573 3.464 5.966
H -1.439 1.111 6.701
H -0.551 2.125 5.556
H -2.429 -0.196 4.868
H -0.759 -0.013 4.324

Calculated total energy: -124616.2428 eV
E_HOMO: -7.23 eV
Energy above the lowest of the compared OMol25 structures with the same formula, charge and spin: 9.7 kcal/mol
LUMO: -0.99 eV
Frontier orbital gap: 6.231 eV

Density functional theory data (ωB97M-V with the def2-TZVPD basis set) for a 3-piece molecular cluster, C39H29FN2O5 overall.

Element x y z (Å)
C -2.271 -4.446 3.377
C -1.970 -3.931 2.333
C -1.566 -3.297 1.063
C -1.110 -4.345 0.118
N -0.679 -5.162 -0.556
O -2.581 -2.511 0.487
C -3.859 -3.174 0.384
C -4.848 -2.575 1.387
C -6.211 -2.364 0.724
C -0.390 -2.335 1.393
C -0.900 -1.185 2.128
N -1.347 -0.333 2.742
C 0.436 -1.920 0.142
C 1.880 -2.412 0.223
F 2.663 -1.468 0.878
H -2.287 -4.768 4.394
H -3.770 -4.259 0.448
H -4.231 -2.943 -0.614
H -4.450 -1.591 1.635
H -4.923 -3.155 2.303
H -6.595 -3.325 0.375
H -6.104 -1.738 -0.161
H -6.930 -1.912 1.401
H 0.276 -2.877 2.066
H 0.510 -0.834 0.150
H 0.001 -2.266 -0.792
H 1.959 -3.357 0.763
H 2.252 -2.563 -0.791
O 4.227 1.132 4.374
C 5.282 1.601 4.001
C 6.070 2.509 4.883
C 5.592 2.800 6.155
C 6.329 3.613 6.999
C 7.547 4.138 6.578
C 8.019 3.863 5.307
C 7.282 3.053 4.453
C 7.798 2.781 3.081
O 8.824 3.296 2.690
C 7.021 1.858 2.208
C 7.502 1.562 0.938
C 6.808 0.682 0.125
C 5.632 0.093 0.577
C 5.142 0.393 1.836
C 5.831 1.279 2.654
H 4.648 2.386 6.479
H 5.957 3.836 7.991
H 8.126 4.764 7.244
H 8.963 4.272 4.972
H 8.419 2.020 0.594
H 7.185 0.451 -0.862
H 5.094 -0.601 -0.056
H 4.226 -0.062 2.185
O -3.583 3.412 -3.608
C -3.862 2.344 -4.111
C -4.610 2.276 -5.398
C -4.970 3.457 -6.035
C -5.634 3.412 -7.249
C -5.941 2.187 -7.833
C -5.598 1.007 -7.195
C -4.937 1.047 -5.974
C -4.591 -0.232 -5.293
O -4.921 -1.300 -5.766
C -3.824 -0.165 -4.017
C -3.459 -1.346 -3.382
C -2.721 -1.302 -2.210
C -2.344 -0.078 -1.668
C -2.716 1.102 -2.290
C -3.460 1.064 -3.463
H -4.726 4.406 -5.580
H -5.911 4.332 -7.746
H -6.450 2.154 -8.787
H -5.838 0.053 -7.642
H -3.753 -2.295 -3.809
H -2.437 -2.219 -1.725
H -1.764 -0.046 -0.756
H -2.428 2.056 -1.869

Calculated total energy: -56846.3110 eV
E_HOMO: -9.73 eV
Energy above the lowest of the compared OMol25 structures with the same formula, charge and spin: 0.0 kcal/mol
LUMO: -0.99 eV
Frontier orbital gap: 8.744 eV
Structure (SMILES): C#C[C@@](C#N)(OCCC)[C@H](C#N)CCF.O=C1c2ccccc2C(=O)c2ccccc21.O=C1c2ccccc2C(=O)c2ccccc21

Density functional theory data (ωB97M-V with the def2-TZVPD basis set) for C39H30Cl3N6O4STi as an isolated structure.

Element x y z (Å)
Ti -0.176 -0.122 -0.081
O 0.792 0.495 1.474
C 1.494 -0.198 2.370
C 1.925 0.445 3.526
C 2.630 -0.219 4.529
C 2.931 -1.567 4.359
C 2.554 -2.214 3.199
C 1.855 -1.574 2.150
C 1.617 -2.295 0.952
N 1.047 -1.752 -0.134
N 1.026 -2.512 -1.275
C 0.315 -1.912 -2.182
O -0.287 -0.759 -1.968
C 0.188 -2.512 -3.522
C -0.426 -1.800 -4.552
C -0.545 -2.347 -5.821
C -0.057 -3.618 -6.087
C 0.551 -4.340 -5.062
C 0.671 -3.797 -3.797
H 1.653 1.489 3.638
H 2.927 0.307 5.428
H 3.470 -2.111 5.127
H 2.821 -3.258 3.062
H 1.957 -3.326 0.887
H -0.819 -0.816 -4.329
H -1.024 -1.777 -6.609
H -0.153 -4.047 -7.077
H 0.932 -5.336 -5.254
H 1.143 -4.346 -2.994
O -1.473 -1.210 0.968
C -2.414 -0.810 1.759
C -2.544 -1.347 3.063
C -3.572 -0.969 3.895
C -4.530 -0.029 3.497
C -4.412 0.534 2.244
C -3.378 0.165 1.381
C -3.237 0.790 0.074
N -2.095 1.032 -0.548
C -2.414 1.610 -1.753
C -3.760 1.746 -1.859
N -4.275 1.219 -0.689
H -1.792 -2.060 3.375
H -3.633 -1.401 4.887
H -5.326 0.269 4.165
H -5.114 1.303 1.936
H -1.639 1.855 -2.461
H -4.388 2.129 -2.644
H -5.241 1.073 -0.466
Cl -1.439 11.130 1.959
C -1.219 9.579 1.201
C -1.141 9.498 -0.182
C -0.968 8.256 -0.770
C -0.873 7.097 -0.004
C -0.675 5.750 -0.673
C 0.791 5.320 -0.629
N 0.947 3.950 -1.058
C 1.145 3.480 -2.340
C 1.062 2.123 -2.262
N 0.812 1.758 -0.962
C 0.757 2.868 -0.269
O -1.045 5.779 -2.030
C -2.444 5.595 -2.226
C -2.692 5.554 -3.694
C -3.344 6.500 -4.426
Cl -4.044 7.960 -3.836
S -3.434 6.126 -6.097
C -2.538 4.685 -5.847
C -2.222 4.500 -4.539
C -0.957 7.222 1.382
Cl -0.854 5.812 2.394
C -1.129 8.451 1.998
H -1.218 10.391 -0.786
H -0.916 8.169 -1.847
H -1.273 4.998 -0.142
H 1.181 5.413 0.385
H 1.377 5.971 -1.279
H 1.313 4.153 -3.162
H 1.147 1.377 -3.034
H 0.598 2.912 0.799
H -3.009 6.410 -1.759
H -2.748 4.650 -1.763
H -2.302 4.042 -6.678
H -1.657 3.657 -4.168
H -1.194 8.519 3.073

Charge: -1
Multiplicity: 3
Calculated total energy: -129584.0883 eV
E_HOMO (alpha / beta): -1.33 / -3.81 eV
Energy above the lowest of the compared OMol25 structures with the same formula, charge and spin: 13.2 kcal/mol
LUMO (alpha / beta): 1.66 / 1.66 eV
Frontier orbital gap (alpha / beta): 2.987 / 5.467 eV

Density functional theory data (ωB97M-V with the def2-TZVPD basis set) for C39H31As2N6O2SV as an isolated structure.

Element x y z (Å)
V -0.698 -0.761 -1.950
C -0.397 1.727 1.922
C -1.268 2.126 0.720
As -0.740 1.532 -1.091
C -2.037 2.567 -2.088
C -1.643 3.431 -3.104
C -2.596 4.149 -3.812
C -3.941 4.008 -3.507
C -4.338 3.141 -2.498
C -3.391 2.422 -1.789
C 0.915 2.512 -1.339
C 0.998 3.876 -1.070
C 2.177 4.560 -1.322
C 3.281 3.888 -1.829
C 3.208 2.528 -2.087
C 2.027 1.844 -1.843
As -0.559 -0.172 2.476
C 1.364 -0.566 2.469
C 2.170 -0.097 1.438
C 3.518 -0.420 1.379
C 4.078 -1.224 2.359
C 3.284 -1.702 3.393
C 1.937 -1.377 3.447
C -0.683 0.170 4.405
C 0.251 0.979 5.049
C 0.112 1.278 6.394
C -0.963 0.765 7.110
C -1.891 -0.049 6.482
C -1.751 -0.345 5.132
H -0.712 2.326 2.775
H 0.654 1.948 1.725
H -1.273 3.215 0.635
H -2.298 1.794 0.858
H -0.592 3.548 -3.341
H -2.285 4.816 -4.604
H -4.677 4.575 -4.060
H -5.386 3.017 -2.260
H -3.706 1.734 -1.016
H 0.136 4.407 -0.684
H 2.235 5.621 -1.123
H 4.196 4.426 -2.035
H 4.069 2.004 -2.481
H 1.948 0.786 -2.051
H 1.743 0.535 0.668
H 4.133 -0.023 0.578
H 5.134 -1.461 2.328
H 3.715 -2.320 4.171
H 1.324 -1.748 4.260
H 1.091 1.377 4.490
H 0.840 1.912 6.882
H -1.072 1.002 8.160
H -2.725 -0.449 7.043
H -2.478 -0.972 4.629
O -0.764 -1.857 -0.746
C -0.373 -3.028 -0.245
C -1.101 -3.688 0.740
C -0.629 -4.879 1.254
C 0.559 -5.421 0.778
C 1.264 -4.784 -0.226
C 0.811 -3.580 -0.760
C 1.484 -2.876 -1.842
N 1.183 -1.668 -2.334
C 2.047 -1.436 -3.379
C 2.883 -2.495 -3.513
N 2.520 -3.386 -2.538
H -2.036 -3.260 1.077
H -1.184 -5.384 2.032
H 0.920 -6.359 1.175
H 2.181 -5.230 -0.588
H 2.000 -0.538 -3.969
H 3.682 -2.681 -4.208
H 2.913 -4.303 -2.409
S -1.216 1.185 -5.951
C -0.838 0.571 -4.571
N -0.549 0.109 -3.495
O -2.603 -0.379 -1.818
N -3.545 -1.277 -1.806
C -3.334 -2.455 -2.301
C -2.105 -2.853 -2.929
N -1.114 -3.163 -3.431
C -4.361 -3.447 -2.226
N -5.130 -4.298 -2.164

Charge: +1
Multiplicity: 2
Calculated total energy: -212174.4579 eV
E_HOMO (alpha / beta): -10.88 / -10.88 eV
Energy above the lowest of the compared OMol25 structures with the same formula, charge and spin: 0.0 kcal/mol
LUMO (alpha / beta): -4.51 / -4.02 eV
Frontier orbital gap (alpha / beta): 6.374 / 6.859 eV